# 1
The following is a DFT calculation (ωB97M-V/def2-TZVPD) of C6Cl5O6ReSbSe4 as an isolated structure in a non-equilibrium geometry.

Geometry as ORCA input:
```
! RIJCOSX wB97M-V def2-TZVPD def2/J DEFGRID3
* xyz -2 2
Re 0.354 -0.486 0.921
Se 3.598 3.433 2.989
Sb 3.099 1.133 2.543
Se 0.595 0.475 2.956
Se 2.160 0.700 0.138
Se 4.683 -0.449 3.406
O -0.443 1.859 -2.008
Cl -1.210 0.982 -1.194
O -2.550 0.880 -1.649
O -1.168 1.423 0.192
O -0.589 -0.345 -1.200
Cl -1.830 -5.531 -2.632
C -1.722 -4.308 -1.414
C -2.863 -3.873 -0.753
Cl -4.400 -4.576 -1.126
C -2.771 -2.870 0.210
Cl -4.178 -2.280 1.025
C -1.546 -2.272 0.508
O -1.395 -1.296 1.371
C -0.368 -2.779 -0.114
O 0.793 -2.267 0.287
C -0.477 -3.764 -1.088
Cl 0.966 -4.299 -1.873
*
```

Calculated values
Expectation value of S²: 0.7996
HOMO level (spin up / spin down) (eV): -2.21 / -2.09
E_tot (a.u.): -12905.2332
Energy relative to the best compared isomer or geometry (same formula, charge and spin) (kJ/mol): 121.1
Maximum force (eV/Å): 2.2

# 2
The following is a DFT calculation (ωB97M-V/def2-TZVPD) of an isolated ion of composition C5H8N2 and charge +1 in a non-equilibrium geometry.

Geometry as ORCA input:
```
! RIJCOSX wB97M-V def2-TZVPD def2/J DEFGRID3
* xyz 1 2
C 1.103 -0.080 1.917
C 1.054 0.308 0.427
C -0.173 -0.078 -0.292
C -0.244 -0.019 -1.794
N -1.651 -0.382 -2.005
C -2.159 -0.345 -0.773
N -1.379 0.089 0.264
H 0.688 -1.061 2.103
H 0.572 0.629 2.549
H 2.133 -0.107 2.253
H 1.943 -0.049 -0.093
H 0.966 1.405 0.401
H 0.484 -0.694 -2.246
H -0.151 0.999 -2.183
H -3.186 -0.616 -0.528
*
```

Calculated values
Expectation value of S²: 0.7685
HOMO level (spin up / spin down) (eV): -16.55 / -16.62
E_tot (a.u.): -304.4387
Energy relative to the best compared isomer or geometry (same formula, charge and spin) (kJ/mol): 192.2
Maximum force (eV/Å): 4.4

# 3
The following is a DFT calculation (ωB97M-V/def2-TZVPD) of a 2-piece molecular cluster, C11H27FN4O overall in a non-equilibrium geometry.

Geometry as ORCA input:
```
! RIJCOSX wB97M-V def2-TZVPD def2/J DEFGRID3
* xyz 0 1
C 1.277 -3.669 -0.249
C 1.326 -1.997 -0.216
C 0.047 -1.498 -1.114
N -0.654 -0.268 -0.598
C -2.027 -0.112 -1.219
C -3.190 0.348 -0.111
C -4.383 -0.799 -0.102
C -5.794 -0.270 0.565
O -5.635 -0.237 2.032
C 0.178 0.990 -0.689
N 0.125 2.028 -1.790
N 1.106 1.187 0.342
C 2.031 2.376 0.457
C 3.522 1.913 1.057
C 4.141 0.592 0.309
N 4.065 -0.652 1.219
H 1.181 -3.976 -1.375
H 2.243 -4.147 0.246
H 0.280 -4.019 0.298
H 1.268 -1.711 0.919
H 2.297 -1.608 -0.764
H 0.321 -1.311 -2.249
H -0.729 -2.404 -1.115
H -2.093 0.653 -2.101
H -2.429 -1.147 -1.657
H -2.662 0.337 0.934
H -3.575 1.419 -0.415
H -4.028 -1.827 0.389
H -4.605 -1.055 -1.242
H -5.999 0.802 0.100
H -6.664 -1.023 0.252
H -6.074 0.637 2.315
H 1.052 2.163 -2.268
H -0.291 2.931 -1.471
H 1.174 0.466 1.120
H 2.275 2.916 -0.555
H 1.598 3.116 1.287
H 4.260 2.822 0.855
H 3.502 1.761 2.225
H 3.686 0.369 -0.755
H 5.308 0.761 0.127
H 4.985 -0.688 1.741
H 3.349 -0.403 1.961
F 4.236 4.236 1.304
*
```

Calculated values
HOMO level (eV): -6.87
E_tot (a.u.): -829.1154
Maximum force (eV/Å): 4.1

# 4
The following is a DFT calculation (ωB97M-V/def2-TZVPD) of a 3-piece molecular cluster, C3H11O3 overall.

Geometry as ORCA input:
```
! RIJCOSX wB97M-V def2-TZVPD def2/J DEFGRID3
* xyz -1 1
C 0.304 0.485 -0.367
O -0.368 -0.529 0.256
C -0.646 1.382 -1.219
C -0.006 2.718 -1.567
H 1.096 0.127 -1.069
H 0.793 1.164 0.372
H -1.537 1.527 -0.611
H -0.862 0.794 -2.108
H -0.518 3.284 -2.335
H 1.025 2.559 -1.893
H 0.018 3.355 -0.676
H -0.193 -3.337 0.191
H 0.435 -2.054 -0.298
O 0.579 -3.031 -0.288
H -0.246 -0.573 1.754
H 0.591 0.021 2.872
O -0.066 -0.677 2.777
*
```

Calculated values
HOMO level (eV): -3.84
E_tot (a.u.): -346.6462
Energy relative to the best compared isomer or geometry (same formula, charge and spin) (kJ/mol): 16.5
Maximum force (eV/Å): 0.8

# 5
The following is a DFT calculation (ωB97M-V/def2-TZVPD) of a 4-piece molecular cluster, C22H20N4O3S overall in a non-equilibrium geometry.

Geometry as ORCA input:
```
! RIJCOSX wB97M-V def2-TZVPD def2/J DEFGRID3
* xyz 0 1
C -1.650 4.312 1.482
C -2.088 3.646 2.381
O -2.167 2.850 3.463
S -1.667 3.780 4.802
O -2.817 3.818 5.657
O -0.548 2.890 5.668
C 0.446 2.302 4.886
C 1.035 1.102 5.383
C 2.046 0.515 4.594
N 2.506 0.952 3.417
C 1.935 2.077 2.994
C 0.929 2.821 3.652
H -1.166 4.895 0.706
H 0.747 0.649 6.339
H 2.504 -0.410 4.990
H 2.284 2.471 2.020
H 0.539 3.756 3.234
N 4.070 1.049 0.085
C 3.659 -0.134 0.551
C 4.098 -1.353 0.055
C 5.011 -1.346 -0.985
C 5.450 -0.131 -1.486
C 4.952 1.031 -0.917
H 2.943 -0.087 1.362
H 3.732 -2.281 0.473
H 5.377 -2.277 -1.402
H 6.163 -0.085 -2.298
H 5.270 2.006 -1.273
N 1.070 -3.014 -1.535
C 0.381 -3.702 -2.450
C -0.483 -3.120 -3.364
C -0.646 -1.745 -3.327
C 0.057 -1.010 -2.386
C 0.899 -1.690 -1.519
H 0.538 -4.775 -2.438
H -1.015 -3.726 -4.085
H -1.312 -1.253 -4.022
H -0.045 0.065 -2.326
H 1.472 -1.159 -0.768
N -3.668 -1.994 -3.465
C -3.709 -1.568 -2.200
C -4.798 -0.918 -1.639
C -5.907 -0.690 -2.437
C -5.887 -1.121 -3.753
C -4.749 -1.765 -4.214
H -2.817 -1.766 -1.615
H -4.775 -0.597 -0.606
H -6.777 -0.184 -2.037
H -6.733 -0.961 -4.407
H -4.689 -2.124 -5.236
*
```

Calculated values
HOMO level (eV): -9.42
E_tot (a.u.): -1693.0991
Energy relative to the best compared isomer or geometry (same formula, charge and spin) (kJ/mol): 715.3
Maximum force (eV/Å): 1.9

# 6
The following is a DFT calculation (ωB97M-V/def2-TZVPD) of C26H34BrCrN11PS as an isolated structure.

Geometry as ORCA input:
```
! RIJCOSX wB97M-V def2-TZVPD def2/J DEFGRID3
* xyz 0 2
Cr 0.836 -0.399 0.185
N 0.385 -1.751 3.118
C 0.549 -0.391 3.091
N 0.679 0.378 4.146
N 0.768 1.635 3.639
N 0.699 1.624 2.357
N 0.560 0.328 1.955
C -0.104 -2.448 2.047
N -0.611 -3.659 2.102
N -1.044 -3.899 0.838
N -0.805 -2.902 0.067
N -0.182 -1.942 0.808
H 0.364 -2.203 4.016
C 1.231 1.894 -2.393
C 1.999 2.194 -1.146
C 2.586 3.461 -0.965
C 3.370 3.700 0.127
C 3.681 2.639 0.998
C 4.558 2.769 2.099
C 4.854 1.675 2.860
C 4.327 0.408 2.531
C 3.462 0.253 1.475
S 2.865 -1.306 0.934
C 3.085 1.395 0.732
N 2.154 1.222 -0.262
H 1.078 2.788 -2.994
H 0.269 1.465 -2.150
H 1.779 1.163 -2.993
H 2.395 4.234 -1.698
H 3.793 4.682 0.310
H 4.988 3.740 2.318
H 5.512 1.771 3.715
H 4.603 -0.464 3.110
Br 1.250 -1.592 -2.164
C 1.610 -3.475 -1.888
C 1.326 -4.330 -2.935
C 1.568 -5.676 -2.705
C 2.070 -6.082 -1.480
C 2.329 -5.115 -0.521
N 2.101 -3.819 -0.737
H 0.925 -3.970 -3.872
H 1.358 -6.399 -3.483
H 2.252 -7.127 -1.270
H 2.721 -5.370 0.456
C -2.178 2.901 1.283
C -2.342 2.407 -0.156
C -1.638 3.377 -1.104
P -1.851 0.612 -0.388
C -2.668 0.176 -2.022
C -1.818 0.345 -3.283
C -4.026 0.841 -2.231
C -3.132 -0.111 0.787
C -3.751 -1.437 0.332
C -2.610 -0.271 2.224
H -2.428 3.966 1.320
H -1.153 2.788 1.634
H -2.844 2.389 1.977
H -3.407 2.414 -0.390
H -0.590 3.497 -0.820
H -2.111 4.360 -1.027
H -1.688 3.064 -2.148
H -2.826 -0.898 -1.907
H -1.677 1.395 -3.551
H -2.329 -0.138 -4.122
H -0.846 -0.127 -3.186
H -3.918 1.907 -2.444
H -4.686 0.730 -1.368
H -4.526 0.384 -3.090
H -3.922 0.644 0.801
H -2.986 -2.184 0.122
H -4.387 -1.329 -0.548
H -4.377 -1.824 1.141
H -1.906 0.505 2.524
H -2.122 -1.238 2.340
H -3.450 -0.245 2.923
*
```

Calculated values
Expectation value of S²: 0.7695
HOMO level (spin up / spin down) (eV): -7.77 / -7.81
E_tot (a.u.): -5971.4861
Energy relative to the best compared isomer or geometry (same formula, charge and spin) (kJ/mol): 67.2
Maximum force (eV/Å): 0.7

# 7
The following is a DFT calculation (ωB97M-V/def2-TZVPD) of C14H27CoN4O10P2 as an isolated structure.

Geometry as ORCA input:
```
! RIJCOSX wB97M-V def2-TZVPD def2/J DEFGRID3
* xyz 1 2
Co -0.638 1.052 -1.591
C 3.064 4.251 -0.916
C 2.327 3.284 -1.840
O 3.049 3.146 -3.076
P 2.399 1.587 -1.188
O 3.763 1.019 -1.725
O 2.555 1.569 0.387
O 1.233 0.698 -1.506
P 0.637 3.915 -2.347
O 0.151 4.714 -1.037
O 0.942 4.812 -3.478
O -0.282 2.732 -2.519
H 4.118 3.970 -0.841
H 2.615 4.292 0.076
H 3.019 5.251 -1.346
H 2.615 3.763 -3.700
H 3.993 1.445 -2.573
H 3.356 1.991 0.725
H 0.017 5.651 -1.225
C -4.934 -1.592 -2.278
O -4.347 -0.313 -1.974
C -3.048 -0.157 -1.974
O -2.576 0.941 -1.682
N -2.245 -1.226 -2.263
N -0.874 -0.930 -2.367
H -6.002 -1.449 -2.163
H -4.588 -2.346 -1.571
H -4.718 -1.873 -3.309
H -2.607 -2.058 -2.702
H -0.579 -0.905 -3.339
H -0.306 -1.599 -1.857
C 1.140 -3.213 0.433
C 1.337 -2.414 1.713
N 0.249 -2.587 2.668
C 0.147 -3.883 3.348
C -1.062 -4.689 2.902
C -0.563 -1.599 3.122
O -1.310 -1.745 4.073
C -0.551 -0.268 2.418
C -0.479 0.904 3.162
C -0.530 2.119 2.506
C -0.664 2.136 1.128
N -0.772 1.014 0.412
C -0.721 -0.159 1.052
H 1.971 -3.042 -0.253
H 0.202 -2.943 -0.060
H 1.091 -4.283 0.634
H 1.458 -1.355 1.496
H 2.265 -2.734 2.195
H 0.099 -3.701 4.422
H 1.072 -4.422 3.142
H -1.982 -4.157 3.140
H -1.084 -5.649 3.418
H -1.034 -4.883 1.829
H -0.392 0.846 4.239
H -0.470 3.052 3.048
H -0.698 3.065 0.572
H -0.829 -1.045 0.440
*
```

Calculated values
Expectation value of S²: 0.7556
HOMO level (spin up / spin down) (eV): -11.97 / -11.97
E_tot (a.u.): -3586.6340
Energy relative to the best compared isomer or geometry (same formula, charge and spin) (kJ/mol): 96.4
Maximum force (eV/Å): 0.4

# 8
The following is a DFT calculation (ωB97M-V/def2-TZVPD) of an isolated ion of composition C6H17ClO2P and charge -1.

Geometry as ORCA input:
```
! RIJCOSX wB97M-V def2-TZVPD def2/J DEFGRID3
* xyz -1 1
C 3.953 -0.588 0.070
C 3.134 0.620 -0.356
C 1.779 0.822 0.299
Cl 1.742 0.223 2.021
P 0.330 0.028 -0.763
O -0.799 1.233 -0.117
C -1.802 0.844 0.766
C -2.988 0.173 0.087
C -2.914 -1.343 0.030
O -4.175 0.573 0.824
H 3.383 -1.509 -0.050
H 4.274 -0.508 1.107
H 4.847 -0.663 -0.554
H 3.751 1.516 -0.237
H 2.930 0.525 -1.429
H 1.581 1.883 0.408
H -0.003 -0.905 0.300
H -0.711 -0.516 -1.636
H 0.699 1.025 -1.771
H 1.286 -0.932 -1.334
H -1.418 0.185 1.556
H -2.194 1.743 1.252
H -3.056 0.578 -0.926
H -1.893 -1.682 -0.129
H -3.531 -1.743 -0.778
H -3.278 -1.753 0.974
H -4.928 0.172 0.385
*
```

Calculated values
HOMO level (eV): -3.82
E_tot (a.u.): -1190.7800
Energy relative to the best compared isomer or geometry (same formula, charge and spin) (kJ/mol): 5.8
Maximum force (eV/Å): 0.4

# 9
The following is a DFT calculation (ωB97M-V/def2-TZVPD) of C27H34AlAsSe4SiTe as an isolated structure.

Geometry as ORCA input:
```
! RIJCOSX wB97M-V def2-TZVPD def2/J DEFGRID3
* xyz -2 1
Al 2.083 1.072 1.169
Se 4.476 1.709 2.050
Se 5.120 3.349 0.528
Se 3.097 4.453 0.220
Se 1.870 2.737 -0.774
C -3.298 1.414 -4.230
C -2.526 2.460 -3.734
C -1.988 2.384 -2.455
C -2.225 1.277 -1.636
C -2.985 0.230 -2.153
C -3.520 0.296 -3.438
As -1.177 1.160 0.088
C -2.554 0.133 1.017
C -2.666 -1.247 1.095
C -3.715 -1.820 1.808
C -4.653 -1.006 2.432
C -4.544 0.377 2.353
C -3.492 0.955 1.652
C -3.214 2.406 1.545
C -3.972 3.421 2.118
C -3.571 4.743 1.989
C -2.408 5.056 1.290
C -1.648 4.048 0.715
C -2.053 2.727 0.841
H -3.709 1.465 -5.232
H -2.337 3.333 -4.349
H -1.367 3.195 -2.088
H -3.171 -0.648 -1.545
H -4.114 -0.529 -3.819
H -1.928 -1.882 0.620
H -3.796 -2.899 1.881
H -5.465 -1.450 2.998
H -5.281 1.001 2.847
H -4.880 3.184 2.661
H -4.158 5.532 2.444
H -2.093 6.089 1.201
H -0.723 4.280 0.201
Te 0.482 1.516 3.012
C 4.594 -0.843 -0.640
Si 2.825 -1.025 0.007
C 1.850 -1.694 -1.546
C 2.540 -2.875 -2.229
C 1.765 -0.526 -2.544
C 0.405 -2.105 -1.228
C 3.002 -2.403 1.390
C 1.651 -3.049 1.736
C 4.014 -3.503 1.047
C 3.503 -1.701 2.664
H 4.991 -1.769 -1.069
H 5.243 -0.525 0.181
H 4.645 -0.051 -1.396
H 3.544 -2.611 -2.574
H 1.956 -3.193 -3.106
H 2.630 -3.735 -1.560
H 2.747 -0.106 -2.779
H 1.153 0.286 -2.147
H 1.302 -0.865 -3.483
H 0.353 -3.040 -0.666
H -0.166 -2.244 -2.160
H -0.098 -1.335 -0.646
H 1.329 -3.755 0.966
H 0.868 -2.294 1.871
H 1.733 -3.608 2.681
H 3.725 -4.073 0.159
H 4.095 -4.211 1.887
H 5.009 -3.083 0.868
H 2.797 -0.945 3.023
H 4.465 -1.203 2.502
H 3.632 -2.438 3.473
*
```

Calculated values
HOMO level (eV): -0.78
E_tot (a.u.): -13690.9167
Energy relative to the best compared isomer or geometry (same formula, charge and spin) (kJ/mol): 6.8
Maximum force (eV/Å): 0.7

# 10
The following is a DFT calculation (ωB97M-V/def2-TZVPD) of a single C17H22N2O5S2 molecule in a non-equilibrium geometry.

Geometry as ORCA input:
```
! RIJCOSX wB97M-V def2-TZVPD def2/J DEFGRID3
* xyz 0 1
C 0.182 2.714 -0.155
C 1.636 2.259 -0.078
C 2.018 1.423 -1.302
C 3.477 0.975 -1.201
N 3.757 0.290 0.037
S 3.751 -1.360 0.049
O 4.294 -1.775 1.307
O 4.368 -1.794 -1.167
C 2.027 -1.896 0.005
C 1.362 -2.122 1.195
C 0.036 -2.527 1.163
C -0.585 -2.692 -0.061
S -2.304 -3.179 -0.123
O -2.535 -3.997 -1.274
O -2.707 -3.654 1.169
N -3.010 -1.689 -0.444
C -3.281 -0.886 0.739
C -3.814 0.451 0.354
C -5.089 0.907 0.189
C -4.978 2.255 -0.230
C -3.646 2.516 -0.292
O -2.934 1.431 0.057
C 0.081 -2.478 -1.253
C 1.408 -2.079 -1.219
C 3.355 0.987 1.234
C 1.892 1.430 1.183
H -0.486 1.857 -0.189
H 0.020 3.313 -1.048
H -0.075 3.315 0.714
H 2.281 3.145 -0.047
H 1.363 0.551 -1.358
H 1.886 2.007 -2.214
H 3.747 0.289 -2.005
H 4.134 1.851 -1.257
H 1.897 -2.001 2.124
H -0.520 -2.739 2.063
H -3.815 -1.799 -1.044
H -2.325 -0.767 1.255
H -3.983 -1.394 1.412
H -5.993 0.356 0.354
H -5.781 2.929 -0.450
H -3.097 3.398 -0.555
H -0.444 -2.646 -2.180
H 1.981 -1.929 -2.121
H 3.546 0.311 2.068
H 4.001 1.866 1.345
H 1.238 0.555 1.177
H 1.665 2.019 2.074
*
```

Calculated values
HOMO level (eV): -9.19
SMILES string: CC1CCN(S(=O)(=O)c2ccc(S(=O)(=O)NCc3ccco3)cc2)CC1
E_tot (a.u.): -1943.0506
Energy relative to the best compared isomer or geometry (same formula, charge and spin) (kJ/mol): 43.9
Maximum force (eV/Å): 1.1

What is the formula in the second record? C5H8N2